This record from OMol25 describes a structure of composition C34H45As2BeFN4O12. The level of theory is ωB97M-V/def2-TZVPD.

XYZ file:
```
99
Properties=species:S:1:pos:R:3:forces:R:3
Be 2.4161 -1.8700 0.9610 0.0 0.3 -0.1
C 0.3535 4.2808 4.0963 0.0 0.0 0.0
C 1.8039 3.9173 3.8261 0.0 0.1 0.0
N 1.9260 2.8123 2.8620 0.0 -0.1 -0.1
C 2.0057 1.5637 3.3379 0.0 0.0 0.0
C 2.1096 0.4430 2.5563 0.0 0.0 0.0
C 2.1451 -0.9048 3.2414 -0.1 0.1 0.0
O 1.8522 -0.9858 4.4072 0.1 0.1 0.1
O 2.4985 -1.8948 2.4705 -0.1 -0.2 0.0
C 2.1323 0.5858 1.1582 0.0 0.1 0.1
O 2.2286 -0.3998 0.3497 0.1 -0.1 -0.1
C 1.9916 1.9216 0.6308 0.0 0.0 0.0
C 1.9367 2.1301 -0.7543 0.0 0.0 0.0
C 1.7965 3.3873 -1.2524 0.0 0.0 0.0
F 1.8020 3.5527 -2.5872 0.0 0.0 0.0
C 1.6707 4.5208 -0.4170 0.0 -0.1 0.0
C 1.7107 4.3091 0.9515 0.0 -0.1 0.0
C 1.8866 3.0251 1.4924 0.0 0.0 -0.1
N 1.4873 5.8158 -0.9218 0.0 0.0 0.0
C 2.1924 6.9408 -0.3370 0.1 0.0 0.0
C 1.1834 8.0562 -0.0602 0.0 0.0 0.0
N 0.1277 8.0116 -1.1439 -0.1 0.0 0.0
C 0.7057 7.5414 -2.4454 0.0 0.0 -0.1
C 1.0983 6.0669 -2.3059 0.0 0.0 -0.1
H 0.3048 5.1298 4.7761 0.0 0.0 0.0
H -0.1722 3.4472 4.5604 0.0 0.0 0.0
H -0.1727 4.5407 3.1773 0.0 0.0 0.0
H 2.3009 3.5891 4.7378 0.0 0.0 0.0
H 2.3792 4.7630 3.4502 0.0 0.0 0.0
H 1.9813 1.4447 4.4148 0.0 0.0 0.0
H 2.0219 1.2887 -1.4266 0.0 0.0 0.0
H 1.5626 5.1501 1.6104 0.0 0.0 0.0
H 2.9796 7.2932 -1.0131 0.0 0.0 0.0
H 2.6857 6.6606 0.5896 0.0 0.0 0.0
H 1.6389 9.0451 -0.0779 0.0 0.0 0.0
H 0.6630 7.9165 0.8860 0.0 0.0 0.0
H -0.3083 8.9293 -1.2518 0.0 -0.1 0.0
H -0.6077 7.3603 -0.8602 0.0 0.0 0.0
H 1.5556 8.1894 -2.6525 0.0 0.0 0.0
H -0.0363 7.6826 -3.2290 0.0 0.0 0.0
H 1.8918 5.8630 -3.0305 0.0 0.0 0.0
H 0.2485 5.4322 -2.5561 0.0 0.0 0.0
C 1.4768 -4.7330 -1.2784 -0.1 0.0 0.0
N 2.9249 -4.6087 -1.4679 0.1 0.1 0.1
C 3.6071 -5.5243 -2.3850 0.0 0.0 -0.1
C 3.5656 -3.7025 -0.7634 0.0 0.0 0.2
C 5.0478 -3.5291 -0.8372 0.0 0.0 0.0
O 2.9119 -2.9636 0.0224 -0.1 -0.1 -0.2
H 1.1235 -5.5720 -1.8689 0.0 0.0 0.0
H 0.9787 -3.8183 -1.6014 0.0 0.0 0.0
H 1.2541 -4.8991 -0.2238 0.0 0.0 0.0
H 2.8550 -6.0180 -2.9925 0.0 0.0 0.0
H 4.1663 -6.2827 -1.8378 0.0 0.0 0.0
H 4.2755 -4.9821 -3.0496 0.0 0.0 0.0
H 5.5563 -4.3017 -1.4011 0.0 0.0 0.0
H 5.4301 -3.5143 0.1817 0.0 0.0 0.0
H 5.2608 -2.5569 -1.2826 0.0 0.0 0.0
C 0.8967 -1.4142 -3.9551 0.0 0.0 -0.1
O 0.0835 -1.7703 -2.8298 0.0 0.0 0.0
C -0.8567 -0.8909 -2.4454 0.0 0.0 0.0
O -0.9993 0.2120 -2.9067 0.1 0.0 0.0
C -1.6403 -1.4298 -1.2970 -0.1 0.0 0.1
C -2.9685 -1.4730 -1.3286 0.1 -0.1 0.1
As -4.1931 -1.9056 0.1412 0.1 0.0 0.1
C -5.1829 -3.2570 -0.8884 0.0 0.0 0.0
C -3.0627 -3.1835 1.1431 -0.1 0.1 -0.1
C -1.7427 -3.2964 1.0385 0.1 0.0 -0.2
As -0.5459 -1.9742 0.2171 0.0 0.1 0.2
C -1.0331 -0.4692 1.3861 -0.2 0.0 0.0
C -0.8847 -4.3586 1.6470 0.1 0.1 0.0
O 0.2042 -4.0849 2.1033 -0.1 -0.1 0.1
O -1.3552 -5.5808 1.4823 0.0 -0.1 -0.1
C -0.6091 -6.6408 2.1035 0.0 0.0 0.0
C -3.8169 -3.9538 2.1976 -0.1 0.1 0.0
O -3.3357 -4.6738 3.0257 0.0 0.0 0.1
O -5.1166 -3.6218 2.1647 0.1 -0.1 -0.1
C -5.9329 -4.2236 3.1841 0.0 0.0 0.0
C -3.6731 -1.1215 -2.6020 0.1 0.0 0.0
O -3.3563 -1.5398 -3.6831 0.0 0.1 0.0
O -4.7237 -0.3314 -2.3623 0.0 0.0 0.0
C -5.5147 0.0097 -3.5132 0.0 0.0 -0.1
H 1.9377 -1.5165 -3.6532 0.0 0.0 0.0
H 0.6902 -0.3936 -4.2687 0.0 0.0 0.0
H 0.6721 -2.1072 -4.7637 0.0 0.0 0.0
H -5.6734 -2.7571 -1.7223 0.0 0.0 0.0
H -5.9393 -3.7016 -0.2503 0.0 0.0 0.0
H -4.5108 -4.0246 -1.2687 0.0 0.0 0.0
H -2.1163 -0.3437 1.4167 0.1 0.0 0.0
H -0.5836 0.4430 0.9934 0.0 0.0 0.0
H -0.6657 -0.6651 2.3929 0.0 0.0 0.0
H -1.3208 -7.4456 2.2588 0.0 0.0 0.0
H -0.1885 -6.3039 3.0478 0.0 0.0 0.0
H 0.1895 -6.9646 1.4360 0.0 0.0 0.0
H -6.9390 -3.8571 3.0069 0.0 0.0 0.0
H -5.5785 -3.9243 4.1687 0.0 0.0 0.0
H -5.8934 -5.3074 3.1008 0.0 0.0 0.0
H -6.4369 0.4273 -3.1225 0.0 0.0 0.0
H -5.7106 -0.8763 -4.1139 0.0 0.0 0.0
H -4.9850 0.7450 -4.1166 0.0 0.0 0.0
```
Positions in Å, forces in eV/Å.

Calculated values
E ... -191305.50693 eV
Orbital gap ... 7.055 eV
LUMO ... -5.05 eV
2S+1 ... 1
Charge ... +2
M ... 879.60 g/mol

This record from OMol25 describes a cluster of 2 separate species, C9H18NO in total. The level of theory is ωB97M-V/def2-TZVPD.

XYZ file:
```
29
Properties=species:S:1:pos:R:3:forces:R:3
C -3.8099 -0.8481 1.9476 3.1 1.0 0.5
C -3.0251 -0.5214 0.7101 0.6 0.5 -1.3
C 3.3210 -1.4149 -1.1928 -1.0 -0.7 -2.4
C 3.2825 -0.8438 0.1680 -2.0 -0.8 -0.3
C 2.1679 -0.5671 -1.8801 3.6 1.0 0.6
C 2.0928 -0.2567 0.3808 2.0 0.9 -1.5
C 1.6105 0.6623 1.3756 -1.4 1.6 3.6
C -1.2327 1.9316 -0.9098 1.2 2.5 -0.4
C -1.9532 0.2720 0.5383 -2.4 -3.0 -0.4
N -1.3713 0.4907 -0.7762 -2.3 -0.3 -1.9
O 1.4437 -0.0029 -0.8152 -2.0 -0.3 0.0
H -3.2238 -0.3087 2.7676 -1.6 -0.7 -0.6
H -3.6542 -1.8999 2.0844 -0.1 -0.7 0.4
H -3.2876 -1.0328 -0.2122 -0.6 -0.1 -0.1
H 4.2734 -1.3112 -1.7387 -0.3 0.3 0.3
H 3.1225 -2.5098 -1.2732 0.0 0.6 0.5
H -4.8650 -0.6888 1.8684 -0.4 0.6 0.1
H 3.9869 -1.2315 0.8200 1.0 0.0 1.8
H 2.7191 0.2614 -2.3494 -0.3 0.0 -0.2
H 1.5351 -0.9688 -2.6006 -1.1 -1.2 -1.0
H 1.9102 0.3658 2.4183 0.2 0.4 -1.0
H 0.4993 0.7935 1.5273 0.9 -0.8 -0.7
H 1.8871 1.7309 1.1894 0.4 -1.0 0.0
H -0.6837 2.1778 0.0332 -0.6 0.8 -1.1
H -0.6302 2.1927 -1.8000 0.2 -0.4 0.6
H -2.1619 2.5246 -1.1066 0.4 -1.0 0.9
H -1.4356 0.6898 1.3101 1.2 1.4 1.8
H -2.0938 0.2053 -1.5088 1.5 -0.2 1.1
H -0.4243 0.1082 -0.9754 0.0 -0.4 0.5
```
Positions in Å, forces in eV/Å.

Calculated values
E ... -13153.43896 eV
Orbital gap ... 8.837 eV
LUMO ... -2.81 eV
2S+1 ... 1
Charge ... +1
M ... 156.25 g/mol
ΔE to the lowest compared entry with this formula, charge and spin ... 25.7 kcal per mole

Which of these has the highest charge? C34H45As2BeFN4O12